C41H62BBrN13O2 | ωB97M-V/def2-TZVPD

Cartesian coordinates (Å):
C 0.2846 0.3778 3.4561
O -0.6390 1.2166 2.7828
C -1.8148 0.5450 2.3574
C -2.8978 0.4877 3.4383
C -4.2806 0.0766 2.8771
C -5.4286 1.0347 3.2520
C -5.9307 1.9257 2.0892
C -5.7514 3.4164 2.3861
C -6.5942 4.3529 1.5095
C -5.9225 5.6992 1.2338
C -5.5847 6.5593 2.4655
C -4.3713 6.0796 3.1673
N -3.1482 6.1252 2.7112
C -2.3706 5.4548 3.5877
N -1.0859 5.2723 3.3712
C -0.2293 4.6095 4.3567
C 1.2487 4.6555 4.0035
N 1.4298 4.0647 2.6914
N 1.8074 6.0066 3.9455
N 1.9336 3.9569 5.1253
B -0.6645 5.7212 1.9499
O 0.1081 6.8475 1.8773
N -1.2350 5.0401 0.7992
C -0.3535 4.0310 0.1634
C -1.6188 6.0440 -0.2179
N -3.1339 5.0613 4.6357
Br -2.8447 4.1382 6.1920
N -4.4121 5.4638 4.3413
H 1.2985 0.6404 3.1395
H 0.2194 0.5097 4.5415
H 0.1279 -0.6775 3.2193
H -1.5752 -0.4789 2.0478
H -2.2128 1.0735 1.4854
H -2.5917 -0.2440 4.1935
H -2.9351 1.4541 3.9528
H -4.5091 -0.9189 3.2613
H -4.2148 -0.0334 1.7905
H -6.2633 0.4984 3.7062
H -5.0495 1.6950 4.0413
H -6.9674 1.7013 1.8368
H -5.3031 1.7016 1.2234
H -6.0056 3.5945 3.4369
H -4.6862 3.6461 2.2541
H -6.8048 3.8873 0.5444
H -7.5464 4.5410 2.0167
H -4.9993 5.5230 0.6737
H -6.5899 6.2925 0.6066
H -6.4222 6.6552 3.1605
H -5.3547 7.5623 2.0967
H -0.5548 3.5668 4.4533
H -0.3309 5.0744 5.3408
H 2.3455 4.3243 2.3446
H 1.3258 3.0568 2.7126
H 2.4550 6.1036 4.7202
H 1.0866 6.7002 4.1136
H 2.8550 3.6919 4.7820
H 1.4659 3.0686 5.2939
H 1.0569 6.6844 1.7820
H -0.6146 3.9814 -0.8952
H 0.7035 4.2990 0.2263
H -0.5159 3.0392 0.5854
H -2.1216 6.8847 0.2561
H -0.7533 6.4094 -0.7822
H -2.3091 5.5851 -0.9300
H -5.2112 5.2730 4.9231
N -1.7859 -3.6647 2.9750
C -1.1706 -4.3310 3.9506
C 0.0006 -5.0526 3.7687
C 0.5640 -5.0874 2.5032
C -0.0642 -4.4025 1.4746
C -1.2311 -3.7132 1.7637
H -1.6432 -4.2843 4.9257
H 0.4557 -5.5751 4.5988
H 1.4787 -5.6364 2.3188
H 0.3464 -4.4029 0.4733
H -1.7523 -3.1623 0.9870
N 2.7977 -3.7188 -0.6954
C 3.0511 -3.8264 -1.9991
C 3.2586 -2.7381 -2.8338
C 3.1959 -1.4665 -2.2890
C 2.9331 -1.3377 -0.9344
C 2.7439 -2.4897 -0.1865
H 3.0916 -4.8371 -2.3899
H 3.4603 -2.8816 -3.8863
H 3.3540 -0.5953 -2.9127
H 2.8760 -0.3648 -0.4647
H 2.5372 -2.4314 0.8776
N 5.5029 -1.3948 -5.5603
C 6.1612 -2.0404 -4.5995
C 7.3440 -2.7331 -4.8048
C 7.8768 -2.7551 -6.0843
C 7.2051 -2.0892 -7.0971
C 6.0267 -1.4267 -6.7849
H 5.7167 -1.9910 -3.6132
H 7.8317 -3.2401 -3.9834
H 8.7995 -3.2825 -6.2893
H 7.5793 -2.0798 -8.1124
H 5.4755 -0.8971 -7.5541
N 5.7061 -2.4484 -10.4540
C 5.1700 -3.4191 -9.7180
C 4.2935 -4.3703 -10.2174
C 3.9538 -4.3094 -11.5592
C 4.5034 -3.3049 -12.3396
C 5.3712 -2.4034 -11.7419
H 5.4589 -3.4283 -8.6735
H 3.8909 -5.1372 -9.5700
H 3.2734 -5.0325 -11.9900
H 4.2666 -3.2195 -13.3911
H 5.8225 -1.6051 -12.3205
N 0.2296 -9.3433 1.6121
C 0.1226 -10.4280 0.8482
C -0.4395 -10.4217 -0.4201
C -0.9185 -9.2234 -0.9234
C -0.8152 -8.0851 -0.1401
C -0.2353 -8.1991 1.1141
H 0.5070 -11.3472 1.2764
H -0.4988 -11.3351 -0.9958
H -1.3652 -9.1779 -1.9084
H -1.1765 -7.1272 -0.4900
H -0.1350 -7.3341 1.7567

Force components x, y, z for each atom (eV/Å):
C 0.12 0.10 0.10
O 0.16 -0.13 -0.13
C -0.54 -0.04 0.15
C 0.17 -0.25 -0.02
C 0.07 -0.21 0.39
C 0.14 0.29 -0.06
C 0.44 -0.02 0.27
C -0.21 -0.08 -0.12
C 0.24 0.22 0.32
C -0.18 -0.18 -0.08
C 0.07 0.35 -0.29
C -0.45 0.01 0.01
N 0.32 0.08 -0.40
C 0.28 0.02 -0.15
N 0.09 0.05 -0.14
C -0.31 0.10 0.31
C 0.53 -0.20 0.62
N -0.14 0.33 -0.01
N -0.13 0.03 0.29
N -0.26 -0.16 -0.71
B 0.38 -0.57 -0.21
O -0.06 -0.12 0.14
N 0.34 0.47 -0.22
C -0.47 -0.09 -0.04
C 0.05 -0.22 -0.01
N -0.09 -0.32 0.41
Br -0.15 -0.03 0.00
N -0.38 0.27 0.29
H -0.05 0.04 0.00
H -0.06 -0.08 0.00
H -0.04 0.01 0.01
H 0.05 0.07 -0.11
H 0.20 0.13 0.05
H 0.02 0.11 0.02
H -0.07 0.08 -0.17
H 0.01 0.00 -0.12
H -0.06 0.04 0.02
H 0.03 -0.08 -0.13
H -0.10 -0.05 0.03
H 0.00 0.01 -0.03
H -0.32 -0.02 -0.22
H 0.06 -0.03 -0.05
H -0.01 0.01 0.11
H -0.05 -0.04 0.06
H -0.09 -0.15 -0.21
H -0.02 0.14 -0.02
H 0.11 0.03 -0.05
H -0.02 -0.13 -0.04
H 0.01 0.00 0.14
H 0.20 -0.03 -0.15
H -0.02 0.07 -0.12
H 0.02 -0.12 -0.07
H -0.13 -0.02 -0.15
H 0.03 -0.03 -0.05
H 0.03 0.06 -0.24
H 0.07 0.13 0.20
H 0.02 0.03 0.06
H -0.12 0.18 0.01
H -0.05 -0.06 0.06
H 0.00 -0.07 -0.03
H 0.17 0.04 0.17
H 0.01 0.03 -0.04
H -0.04 0.11 0.06
H -0.01 -0.02 0.06
H 0.19 -0.18 0.20
N 0.05 0.06 0.01
C -0.04 0.02 0.01
C 0.00 0.02 -0.02
C 0.10 0.09 0.05
C 0.02 0.00 -0.03
C -0.07 0.09 0.00
H 0.02 -0.02 0.01
H -0.02 -0.01 0.01
H 0.01 0.01 -0.01
H 0.02 0.01 0.01
H 0.02 -0.03 -0.04
N -0.05 0.05 -0.02
C 0.01 -0.06 0.04
C -0.08 -0.02 -0.01
C 0.01 0.05 -0.02
C 0.01 -0.01 -0.01
C -0.02 -0.05 0.06
H 0.00 0.01 -0.03
H 0.00 -0.01 -0.01
H 0.01 -0.01 -0.01
H 0.00 0.00 0.01
H -0.01 0.04 0.00
N -0.03 -0.04 0.02
C 0.04 0.07 0.02
C 0.00 0.01 -0.06
C 0.00 -0.02 -0.01
C 0.06 0.01 0.01
C -0.05 0.05 0.01
H 0.06 -0.04 0.06
H -0.01 0.01 0.01
H 0.00 0.00 0.00
H -0.04 0.02 -0.02
H 0.03 -0.02 -0.03
N 0.01 0.00 0.03
C 0.00 0.01 0.04
C 0.00 0.02 -0.06
C -0.01 -0.01 -0.01
C -0.01 -0.01 0.02
C 0.03 0.03 0.01
H -0.04 -0.08 0.02
H 0.01 0.00 0.01
H 0.00 0.00 0.00
H 0.01 0.01 0.00
H -0.02 -0.01 -0.02
N -0.01 0.00 -0.04
C 0.02 0.00 0.04
C -0.01 0.02 0.00
C -0.01 0.00 -0.02
C 0.00 0.00 -0.01
C 0.02 -0.09 0.04
H -0.01 -0.01 -0.03
H 0.00 -0.01 0.01
H 0.00 0.00 0.00
H 0.00 0.01 0.01
H -0.08 -0.01 -0.04

As for the spin multiplicity: 1. The value obtained for the energy above the lowest of the compared OMol25 structures with the same formula, charge and spin is 0.0 kJ/mol. The net charge is +1. The HOMO-LUMO gap comes out at 7.16 eV. The calculation puts the LUMO energy at -3.58 eV.